The following is a quantum chemistry calculation of a structure of composition C36H36Cl6N3SiW, from OMol25.

Positions of all 83 atoms, in Å:
W (-0.815, 0.087, -0.213)
C (-0.339, 0.795, 4.021)
Si (-1.612, 2.299, 0.386)
C (-1.141, 2.927, -1.327)
N (-0.784, 1.608, -1.982)
C (0.564, 1.724, -2.649)
C (0.452, 2.271, -4.061)
C (-0.217, 1.215, -4.954)
C (-1.195, 0.382, -4.114)
C (-1.800, 1.255, -3.031)
C (-3.248, 1.346, 0.206)
C (-3.623, 0.347, 1.123)
C (-4.872, -0.270, 1.056)
C (-5.788, 0.127, 0.101)
C (-5.454, 1.136, -0.805)
C (-4.204, 1.719, -0.759)
C (-1.589, 3.503, 1.791)
C (-2.465, 3.318, 2.864)
C (-2.437, 4.173, 3.956)
C (-1.528, 5.220, 3.992)
C (-0.654, 5.420, 2.932)
C (-0.689, 4.569, 1.840)
H (-1.167, 0.110, 4.163)
H (-0.399, 1.783, 4.458)
H (-0.227, 3.518, -1.237)
H (-1.838, 3.513, -1.932)
H (1.020, 0.741, -2.685)
H (1.192, 2.339, -2.010)
H (1.448, 2.520, -4.426)
H (-0.115, 3.205, -4.059)
H (0.537, 0.568, -5.404)
H (-0.748, 1.698, -5.775)
H (-0.693, -0.471, -3.647)
H (-1.996, -0.030, -4.730)
H (-2.642, 0.771, -2.552)
H (-2.175, 2.179, -3.485)
H (-2.964, 0.077, 1.940)
H (-5.131, -1.037, 1.774)
H (-6.768, -0.330, 0.065)
H (-6.180, 1.471, -1.535)
H (-3.974, 2.509, -1.463)
H (-3.188, 2.509, 2.849)
H (-3.125, 4.022, 4.777)
H (-1.499, 5.881, 4.848)
H (0.059, 6.233, 2.959)
H (0.008, 4.736, 1.028)
Cl (1.553, 2.198, 1.398)
C (1.856, 1.445, 3.148)
C (0.753, 0.448, 3.334)
C (0.934, -0.841, 2.701)
Cl (-0.436, -1.638, 1.940)
C (2.207, -1.388, 2.522)
Cl (2.377, -3.021, 1.985)
C (3.334, -0.634, 2.783)
Cl (4.878, -1.357, 2.802)
C (3.262, 0.864, 2.971)
Cl (3.992, 1.182, 4.590)
Cl (5.616, 2.262, 2.255)
C (4.025, 1.613, 1.758)
C (4.305, 0.703, 0.570)
C (3.457, 0.064, -0.253)
C (2.008, 0.055, -0.262)
C (1.075, -0.944, -0.905)
C (1.096, 0.847, 0.300)
C (3.212, 2.866, 1.422)
H (5.359, 0.584, 0.350)
H (3.920, -0.544, -1.024)
H (1.200, -1.923, -0.433)
H (1.216, -1.071, -1.984)
H (-1.069, 0.809, 1.331)
H (3.410, 3.224, 0.393)
C (-1.990, -4.983, -2.439)
N (-2.215, -3.596, -2.050)
C (-3.385, -2.890, -2.203)
C (-3.145, -1.646, -1.719)
N (-1.839, -1.581, -1.273)
C (-1.318, -2.781, -1.491)
H (-2.700, -5.629, -1.928)
H (-0.981, -5.267, -2.155)
H (-2.104, -5.090, -3.515)
H (-4.267, -3.332, -2.632)
H (-3.818, -0.810, -1.639)
H (-0.308, -3.077, -1.262)

Computed properties:
Total charge: +1
HOMO level (alpha / beta) (eV): -9.600 / -9.805
Electronic energy (eV): -127207.613
ΔE to the lowest compared entry with this formula, charge and spin (eV): 0.0744
F_max (eV Å⁻¹): 0.9
Spin multiplicity: 3
HOMO-LUMO gap (alpha / beta) (eV): 6.694 / 6.386



The following is a quantum chemistry calculation of a structure of composition C36H36ClN4O4V in a non-equilibrium geometry, from OMol25.

Positions of all 82 atoms, in Å:
V (-0.640, -0.100, -0.171)
C (1.062, 4.983, -0.475)
C (2.299, 4.358, -0.462)
C (2.418, 3.092, -1.005)
C (1.282, 2.483, -1.519)
N (0.096, 3.081, -1.559)
C (-0.005, 4.308, -1.042)
C (1.334, 1.154, -2.206)
C (2.321, 0.949, -3.154)
C (2.241, -0.150, -3.983)
C (1.145, -0.981, -3.875)
C (0.224, -0.757, -2.869)
N (0.348, 0.263, -1.999)
C (-1.025, -1.558, -2.761)
C (-1.197, -2.760, -3.411)
C (-2.433, -3.385, -3.330)
C (-3.446, -2.774, -2.623)
C (-3.175, -1.588, -1.958)
N (-1.979, -0.992, -2.003)
H (0.924, 5.972, -0.055)
H (3.161, 4.849, -0.029)
H (3.371, 2.579, -1.008)
H (-0.989, 4.765, -1.085)
H (3.107, 1.682, -3.267)
H (2.989, -0.319, -4.749)
H (0.989, -1.787, -4.578)
H (-0.383, -3.221, -3.955)
H (-2.592, -4.341, -3.815)
H (-4.428, -3.220, -2.546)
H (-3.923, -1.092, -1.359)
C (-3.560, 3.403, 0.324)
C (-2.336, 3.129, 1.164)
C (-2.106, 3.821, 2.351)
C (-0.980, 3.552, 3.111)
C (-0.735, 4.277, 4.412)
C (-0.070, 2.578, 2.700)
C (-0.249, 1.877, 1.508)
C (-1.396, 2.208, 0.756)
N (0.527, 0.823, 0.972)
C (1.788, 0.300, 1.620)
C (2.651, -0.378, 0.547)
C (1.421, -0.724, 2.701)
C (2.711, 1.370, 2.249)
H (-4.387, 3.744, 0.949)
H (-3.871, 2.502, -0.203)
H (-3.360, 4.187, -0.416)
H (-2.825, 4.566, 2.686)
H (-1.475, 5.063, 4.571)
H (0.257, 4.736, 4.426)
H (-0.788, 3.588, 5.259)
H (0.755, 2.376, 3.356)
H (-1.577, 1.718, -0.199)
H (2.085, -1.082, -0.058)
H (3.458, -0.928, 1.038)
H (3.105, 0.372, -0.103)
H (0.835, -1.542, 2.284)
H (0.820, -0.243, 3.478)
H (2.329, -1.133, 3.161)
H (2.687, 2.310, 1.691)
H (3.737, 0.990, 2.223)
H (2.484, 1.569, 3.293)
C (-3.796, -1.313, 2.262)
C (-3.020, -0.558, 1.224)
O (-3.592, 0.138, 0.381)
O (-1.724, -0.714, 1.273)
H (-4.857, -1.116, 2.147)
H (-3.463, -1.015, 3.259)
H (-3.590, -2.380, 2.143)
Cl (3.745, -7.468, -1.066)
C (2.590, -6.188, -0.809)
C (1.365, -6.482, -0.234)
C (0.446, -5.460, -0.044)
C (0.753, -4.155, -0.408)
C (1.990, -3.879, -0.976)
C (2.914, -4.895, -1.187)
C (-0.281, -3.076, -0.202)
O (-1.436, -3.396, 0.000)
O (0.203, -1.854, -0.322)
H (1.137, -7.502, 0.057)
H (-0.527, -5.658, 0.390)
H (2.230, -2.861, -1.255)
H (3.879, -4.691, -1.636)

Computed properties:
HOMO level (alpha / beta) (eV): -7.421 / -7.445
Electronic energy (eV): -90281.109
ΔE to the lowest compared entry with this formula, charge and spin (eV): 1.1672
F_max (eV Å⁻¹): 1.4
Spin multiplicity: 3
HOMO-LUMO gap (alpha / beta) (eV): 6.862 / 6.815



The following is a quantum chemistry calculation of a structure of composition C36H36ClN4O6PSSe2TeV in a non-equilibrium geometry, from OMol25.

Positions of all 89 atoms, in Å:
V (0.628, -1.775, 0.408)
O (3.651, -7.346, -3.367)
C (3.439, -7.554, -2.049)
O (3.899, -8.525, -1.489)
C (2.623, -6.522, -1.409)
C (2.124, -5.417, -2.110)
C (1.333, -4.493, -1.475)
C (0.994, -4.653, -0.116)
C (1.523, -5.751, 0.589)
C (2.326, -6.660, -0.049)
N (0.207, -3.698, 0.448)
C (-0.531, -3.926, 1.530)
C (-1.277, -2.849, 2.015)
C (-2.195, -2.883, 3.092)
C (-2.977, -1.788, 3.349)
C (-2.848, -0.645, 2.543)
C (-1.860, -0.639, 1.573)
N (-1.099, -1.689, 1.310)
H (4.188, -8.074, -3.715)
H (2.373, -5.305, -3.153)
H (0.927, -3.633, -2.001)
H (1.332, -5.850, 1.646)
H (2.755, -7.492, 0.489)
H (-0.602, -4.915, 1.972)
H (-2.256, -3.772, 3.701)
H (-3.695, -1.801, 4.156)
H (-3.480, 0.215, 2.689)
H (-1.700, 0.226, 0.933)
O (2.417, -2.824, 1.627)
Cl (2.758, -2.356, 0.239)
O (3.756, -1.214, 0.248)
O (1.232, -0.519, 1.606)
O (0.259, -1.292, -0.989)
Se (0.568, 0.461, 2.804)
P (0.129, 2.359, 1.565)
Se (-0.201, 2.234, -0.526)
C (-1.329, 3.066, 2.420)
C (-1.660, 2.648, 3.703)
C (-2.780, 3.159, 4.331)
C (-3.569, 4.092, 3.680)
C (-3.241, 4.512, 2.400)
C (-2.122, 4.001, 1.768)
C (1.537, 3.444, 2.019)
C (1.777, 3.676, 3.369)
C (2.913, 4.357, 3.760)
C (3.819, 4.795, 2.805)
C (3.569, 4.579, 1.459)
C (2.424, 3.909, 1.061)
H (-1.045, 1.905, 4.199)
H (-3.036, 2.820, 5.324)
H (-4.445, 4.492, 4.168)
H (-3.859, 5.235, 1.890)
H (-1.864, 4.308, 0.764)
H (1.075, 3.301, 4.104)
H (3.101, 4.528, 4.810)
H (4.723, 5.298, 3.116)
H (4.272, 4.927, 0.716)
H (2.222, 3.725, 0.015)
C (3.898, 1.969, -3.910)
N (3.193, 1.540, -2.725)
C (3.638, 1.210, -1.510)
S (2.466, 0.784, -0.360)
N (4.902, 1.217, -1.081)
C (6.117, 1.652, -1.726)
H (3.240, 1.831, -4.766)
H (4.793, 1.370, -4.071)
H (4.167, 3.029, -3.856)
H (2.183, 1.511, -2.790)
H (5.008, 0.709, -0.210)
H (5.919, 2.499, -2.376)
H (6.583, 0.849, -2.303)
H (6.817, 1.976, -0.957)
C (-3.508, 0.659, -1.293)
Te (-2.196, -0.783, -2.265)
C (-3.818, -0.799, -3.755)
C (-4.869, 0.172, -3.331)
C (-6.002, 0.384, -4.107)
C (-6.971, 1.288, -3.712)
C (-6.814, 1.991, -2.528)
C (-5.691, 1.782, -1.750)
C (-4.714, 0.876, -2.145)
H (-2.968, 1.597, -1.149)
H (-3.800, 0.290, -0.310)
H (-4.245, -1.797, -3.850)
H (-3.431, -0.525, -4.736)
H (-6.122, -0.167, -5.029)
H (-7.846, 1.446, -4.326)
H (-7.567, 2.701, -2.215)
H (-5.563, 2.329, -0.826)

Computed properties:
HOMO level (alpha / beta) (eV): -6.035 / -6.029
Electronic energy (eV): -252475.980
ΔE to the lowest compared entry with this formula, charge and spin (eV): 3.3908
F_max (eV Å⁻¹): 3.8
Spin multiplicity: 2
HOMO-LUMO gap (alpha / beta) (eV): 5.491 / 4.641



The following is a quantum chemistry calculation of a cluster of 4 separate species, C36H36N2O12 in total in a non-equilibrium geometry, from OMol25.

Positions of all 86 atoms, in Å:
C (2.614, -0.388, 2.628)
C (2.886, -1.597, 1.683)
C (4.398, -2.070, 1.588)
C (1.935, -2.244, 0.913)
C (0.487, -2.401, 1.442)
C (-0.734, -2.506, 0.465)
C (-0.542, -2.582, -1.088)
C (0.475, -3.679, -1.626)
C (-0.399, -1.162, -1.833)
C (1.078, -0.630, -1.966)
C (1.382, 0.773, -1.342)
C (2.387, 1.575, -2.064)
C (2.834, 2.933, -1.623)
C (2.195, 3.480, -0.439)
C (1.163, 2.719, 0.353)
N (0.683, 3.393, 1.479)
C (-0.234, 2.598, 2.092)
C (-0.656, 1.227, 1.693)
N (-0.133, 0.598, 0.613)
C (0.785, 1.362, -0.100)
H (3.475, 0.336, 2.478)
H (2.603, -0.624, 3.728)
H (1.683, 0.188, 2.396)
H (4.821, -2.159, 2.623)
H (4.994, -1.342, 0.953)
H (4.399, -3.038, 1.025)
H (2.360, -2.673, -0.036)
H (0.480, -3.314, 2.119)
H (0.299, -1.538, 2.153)
H (-1.431, -1.635, 0.669)
H (-1.347, -3.414, 0.764)
H (-1.546, -2.945, -1.484)
H (-0.079, -4.512, -2.156)
H (0.948, -4.167, -0.721)
H (1.235, -3.295, -2.354)
H (-0.791, -1.370, -2.878)
H (-1.133, -0.412, -1.412)
H (1.871, -1.366, -1.635)
H (1.277, -0.512, -3.077)
H (2.856, 1.163, -2.998)
H (3.612, 3.495, -2.186)
H (2.526, 4.501, -0.104)
H (-0.706, 3.015, 3.027)
H (-1.426, 0.675, 2.293)
C (-1.306, 8.321, 0.343)
C (-1.081, 7.004, 0.272)
C (-0.483, 6.380, -0.946)
O (-0.279, 5.181, -0.961)
C (-0.170, 7.249, -2.081)
C (-0.397, 8.564, -2.011)
C (-0.971, 9.192, -0.782)
O (-1.146, 10.397, -0.754)
O (-0.119, 9.384, -3.044)
O (-1.382, 6.182, 1.295)
H (-1.737, 8.785, 1.219)
H (0.247, 6.782, -2.963)
H (-0.372, 10.278, -2.743)
H (-1.122, 5.287, 0.998)
C (-5.314, 0.758, -4.380)
C (-4.675, -0.134, -3.618)
C (-4.093, -1.382, -4.199)
O (-3.502, -2.159, -3.471)
C (-4.265, -1.618, -5.632)
C (-4.907, -0.727, -6.393)
C (-5.465, 0.533, -5.818)
O (-6.027, 1.327, -6.551)
O (-5.079, -0.925, -7.715)
O (-4.525, 0.050, -2.291)
H (-5.737, 1.666, -3.973)
H (-3.854, -2.533, -6.036)
H (-5.568, -0.142, -8.035)
H (-4.030, -0.730, -1.973)
C (2.899, -6.377, 5.066)
C (1.921, -7.062, 5.667)
C (0.643, -6.402, 6.074)
O (-0.229, -7.067, 6.603)
C (0.498, -4.969, 5.820)
C (1.477, -4.284, 5.221)
C (2.744, -4.949, 4.790)
O (3.602, -4.291, 4.232)
O (1.366, -2.964, 4.978)
O (2.042, -8.377, 5.934)
H (3.827, -6.843, 4.765)
H (-0.424, -4.501, 6.134)
H (2.200, -2.707, 4.537)
H (1.205, -8.634, 6.367)

Computed properties:
SMILES string: CC(C)=CCC[C@H](C)CCc1cccc2nccnc12.O=C1C=C(O)C(=O)C=C1O.O=C1C=C(O)C(=O)C=C1O.O=C1C=C(O)C(=O)C=C1O
HOMO level (eV): -8.227
Electronic energy (eV): -65460.891
F_max (eV Å⁻¹): 4.4
HOMO-LUMO gap (eV): 6.641



The following is a quantum chemistry calculation of a structure of composition C36H37AsF6N5O4S4Si2Tl, from OMol25.

Positions of all 96 atoms, in Å:
Tl (-0.228, -0.376, 0.037)
N (3.783, 1.352, 0.884)
C (3.645, 0.004, 0.772)
N (2.671, -0.596, 0.142)
C (2.857, -1.971, 0.179)
C (3.961, -2.398, 0.826)
S (4.835, -1.057, 1.450)
C (1.906, -2.856, -0.511)
C (2.105, -4.170, -0.728)
S (0.832, -4.826, -1.683)
C (0.091, -3.270, -1.739)
N (0.734, -2.346, -1.066)
N (-1.020, -3.044, -2.484)
H (2.976, 1.915, 0.679)
H (4.398, 1.718, 1.589)
H (4.313, -3.405, 0.980)
H (2.934, -4.786, -0.419)
H (-1.608, -2.293, -2.150)
H (-1.541, -3.857, -2.767)
C (1.422, 0.863, 3.273)
Si (-0.088, 0.013, 2.584)
C (-0.482, -1.341, 3.803)
C (-1.518, 1.271, 2.550)
C (-1.767, 1.848, 3.800)
C (-2.762, 2.796, 4.003)
C (-3.545, 3.197, 2.932)
C (-3.330, 2.626, 1.684)
C (-2.339, 1.664, 1.461)
Si (-2.391, 1.054, -0.334)
C (-2.362, 2.516, -1.505)
C (-3.996, 0.205, -0.726)
H (1.190, 1.237, 4.276)
H (1.775, 1.704, 2.676)
H (2.240, 0.138, 3.366)
H (0.025, -1.133, 4.751)
H (-0.153, -2.322, 3.451)
H (-1.559, -1.392, 3.967)
H (-1.166, 1.543, 4.655)
H (-2.924, 3.214, 4.990)
H (-4.324, 3.939, 3.062)
H (-3.966, 2.944, 0.859)
H (-3.219, 2.440, -2.181)
H (-1.459, 2.566, -2.118)
H (-2.442, 3.455, -0.954)
H (-4.811, 0.816, -0.320)
H (-4.107, -0.800, -0.323)
H (-4.110, 0.146, -1.811)
C (-1.987, 7.475, -0.934)
C (-1.289, 6.828, -1.944)
C (-0.541, 5.690, -1.663)
C (-0.465, 5.199, -0.363)
C (-1.190, 5.839, 0.642)
C (-1.942, 6.972, 0.360)
As (0.482, 3.529, 0.077)
C (1.788, 3.532, -1.381)
C (2.499, 4.660, -1.799)
C (3.400, 4.576, -2.849)
C (3.602, 3.363, -3.503)
C (2.893, 2.240, -3.109)
C (1.989, 2.331, -2.055)
C (1.547, 4.245, 1.564)
C (2.865, 4.689, 1.477)
C (3.513, 5.195, 2.600)
C (2.852, 5.259, 3.821)
C (1.546, 4.798, 3.920)
C (0.903, 4.285, 2.803)
H (-2.570, 8.361, -1.155)
H (-1.330, 7.203, -2.960)
H (-0.025, 5.187, -2.470)
H (-1.180, 5.455, 1.654)
H (-2.499, 7.457, 1.153)
H (2.335, 5.613, -1.311)
H (3.943, 5.459, -3.163)
H (4.309, 3.300, -4.321)
H (3.036, 1.294, -3.617)
H (1.438, 1.446, -1.760)
H (3.400, 4.638, 0.538)
H (4.535, 5.545, 2.517)
H (3.358, 5.655, 4.692)
H (1.030, 4.822, 4.873)
H (-0.103, 3.889, 2.903)
F (-2.532, -5.333, 1.099)
C (-2.095, -4.208, 1.652)
F (-0.777, -4.097, 1.416)
F (-2.296, -4.255, 2.963)
S (-2.944, -2.759, 0.923)
O (-2.238, -1.627, 1.511)
O (-2.766, -2.941, -0.496)
N (-4.437, -2.913, 1.295)
S (-5.080, -2.576, 2.734)
O (-4.301, -1.687, 3.545)
O (-5.653, -3.753, 3.309)
C (-6.504, -1.578, 2.147)
F (-6.101, -0.347, 1.829)
F (-7.396, -1.501, 3.130)
F (-7.082, -2.127, 1.082)

Computed properties:
HOMO level (eV): -7.427
Electronic energy (eV): -194506.917
ΔE to the lowest compared entry with this formula, charge and spin (eV): 0.0000
F_max (eV Å⁻¹): 0.7
HOMO-LUMO gap (eV): 7.390